No. 1
{"formula": "C2H4N4", "method": "ωB97M-V/def2-TZVPD", "elements": ["H", "N", "C", "H", "H", "N", "N", "H", "N", "C"], "xyz": [[-2.351, 1.019, -0.055], [-1.614, 0.334, -0.131], [0.746, 1.209, 0.485], [1.226, 2.022, 0.999], [0.903, -2.541, -0.004], [0.558, -1.585, -0.128], [1.538, -0.885, -0.421], [-1.863, -0.639, -0.221], [1.192, 0.438, -0.645], [-0.334, 0.627, 0.122]], "nbo_charge": [0.402, -0.823, -0.156, 0.214, 0.335, -0.425, 0.032, 0.417, -0.320, 0.323], "smiles": "[H]/N=N/N1C=C1N", "relative_energy_kcal_mol": 125.87, "orbital_gap_ev": 9.5, "mol_weight_g_mol": 84.1}

=====

No. 2
{"formula": "C47H58BF2NO8SeTa", "method": "ωB97M-V/def2-TZVPD", "elements": ["C", "H", "H", "C", "H", "H", "C", "H", "H", "C", "H", "H", "C", "H", "C", "C", "C", "C", "H", "H", "O", "H", "C", "H", "H", "C", "C", "H", "O", "H", "C", "H", "H", "C", "H", "H", "F", "H", "C", "C", "C", "H", "O", "H", "H", "C", "Ta", "C", "C", "H", "O", "N", "C", "H", "C", "H", "H", "H", "C", "B", "H", "C", "C", "H", "C", "H", "H", "C", "C", "O", "H", "H", "H", "C", "H", "H", "C", "H", "C", "C", "C", "H", "H", "H", "C", "H", "Se", "F", "C", "H", "H", "H", "H", "C", "C", "O", "H", "O", "C", "H", "C", "H", "C", "H", "O", "H", "C", "C", "H", "H", "H", "H", "H", "C", "C", "C", "H", "C", "C"], "xyz": [[0.341, -3.155, -0.873], [0.430, 6.857, -1.013], [0.077, 0.120, -7.054], [4.588, -3.286, -1.073], [-5.205, 1.988, -0.259], [5.598, -4.365, 1.161], [-2.366, 1.647, 2.632], [4.333, -2.429, -1.700], [-1.665, -5.304, 0.373], [1.580, 4.348, -0.909], [2.026, 3.500, -0.385], [-3.482, 0.932, -2.297], [2.474, -3.166, 0.324], [0.448, 2.275, 6.477], [2.223, 1.700, -4.838], [-1.194, 3.155, -1.203], [-0.279, 6.030, -0.944], [1.447, 0.501, -5.401], [-1.393, -3.372, -2.124], [5.575, -1.809, 0.953], [-4.932, -1.424, 0.952], [4.146, -5.294, 0.777], [4.508, -4.344, 1.173], [-0.689, 1.846, -4.402], [1.495, 6.196, 1.075], [1.775, -3.137, 1.528], [1.736, -3.153, -0.852], [-3.292, 1.076, 2.614], [-3.620, 0.731, 0.146], [1.405, 1.218, -7.446], [-0.366, -1.632, -2.760], [-0.704, 3.624, 2.092], [4.255, -4.195, -1.580], [-6.171, -2.811, -2.129], [3.337, -0.534, 4.902], [2.245, -3.126, -1.806], [-7.848, -0.332, -2.230], [2.318, -3.086, 2.464], [-1.261, 0.762, 3.135], [0.695, 0.932, -6.668], [-2.044, 2.203, 1.262], [3.138, -0.201, -6.530], [-3.116, -4.473, -0.882], [0.048, 1.791, -6.485], [1.336, 4.026, -1.922], [1.808, 0.941, 5.403], [-3.124, -1.448, 0.280], [-2.131, 2.135, -1.168], [2.523, 2.089, 4.677], [-0.310, 2.251, 4.316], [-3.452, -3.128, -1.323], [-6.730, -3.801, -1.962], [-2.545, 1.466, -2.454], [1.388, -1.666, 4.531], [-2.357, -4.468, 0.422], [-5.584, 0.572, 0.779], [3.621, 0.347, 6.399], [1.841, 2.910, 4.450], [2.847, -0.111, 5.782], [-6.609, 0.024, -2.408], [1.279, 4.605, 1.795], [0.391, -3.137, 1.576], [-0.280, 1.213, 4.002], [-4.696, 1.962, 1.447], [-1.463, 0.531, -2.923], [0.135, -3.684, -2.926], [2.962, 1.746, 3.738], [-0.304, -1.466, 3.259], [0.514, -1.238, -3.764], [-1.725, -3.259, 0.463], [-0.057, 5.768, 1.789], [2.411, -0.928, 6.359], [2.770, 1.423, -3.934], [0.723, 0.373, 4.489], [4.190, -4.268, 2.214], [-1.182, 6.397, -0.451], [-0.283, -3.197, 0.363], [0.141, -3.500, 3.678], [0.343, 4.867, -0.161], [0.668, -0.966, 4.125], [-0.333, -2.924, 2.884], [-2.505, 2.465, 3.340], [3.324, 2.489, 5.302], [-2.729, 2.213, -3.228], [1.158, 1.474, 6.688], [-0.547, 5.737, -1.960], [-5.130, -1.312, -2.421], [-6.240, 1.282, -2.519], [-0.364, -3.036, -2.204], [4.145, -1.738, 1.983], [5.675, -3.327, -1.004], [-1.366, -3.263, 2.811], [2.942, 2.065, -5.573], [4.484, -1.845, 0.952], [-4.868, 1.357, 0.563], [-2.034, -1.016, -1.216], [2.331, 5.137, -0.982], [-4.282, -2.730, 1.176], [-0.676, 3.735, -0.049], [3.042, -0.913, -4.924], [4.001, -3.165, 0.332], [-0.849, 3.492, -2.174], [0.783, 5.381, 1.208], [-3.106, -4.539, 1.208], [-2.103, -0.962, 1.765], [0.623, 0.680, 7.211], [-1.210, -0.565, 2.733], [2.447, -0.588, -5.780], [1.246, -1.957, -4.109], [4.115, -0.988, 0.384], [-3.996, -4.884, -0.759], [1.919, 1.873, 7.360], [1.955, -1.464, -6.209], [0.451, 0.026, -4.344], [-1.293, -0.702, -2.313], [-0.572, 0.878, -3.928], [1.554, 2.525, -4.587], [-1.108, 3.230, 1.168], [-2.561, 1.697, 0.078]], "mulliken_charge": [-0.193, 0.464, 0.382, -2.205, 0.262, 0.472, -1.459, 0.411, 0.329, -1.561, 0.345, -1.583, -0.103, 0.314, -1.621, -0.336, -1.712, 2.149, -0.058, 0.471, -0.632, 0.393, -1.723, 0.455, 0.438, -0.195, 0.179, 0.266, 0.136, 0.470, -0.014, 0.495, 0.431, 0.241, 0.255, 0.538, -0.129, 0.421, -0.233, -1.748, 0.389, 0.432, -0.313, 0.317, 0.297, 2.120, 2.613, 0.152, -1.578, 0.453, -0.480, -0.553, -0.001, 0.550, -0.761, 0.279, 0.426, 0.348, -1.995, 0.238, 0.381, -0.005, -0.605, 0.397, -0.160, 0.969, 0.327, -0.274, -0.130, 0.069, 0.421, 0.420, 0.345, -0.472, 0.304, 0.380, -0.145, 0.851, 2.053, -0.196, -1.174, 0.750, 0.487, 1.061, -1.755, 0.314, 0.541, -0.170, -1.122, 0.228, 0.440, 0.127, 0.478, -1.447, -1.194, 1.003, 0.469, -0.662, -0.263, 0.337, 2.052, 0.486, -2.150, 0.420, -1.336, 0.368, 0.492, -2.123, 0.562, 0.348, 0.500, 0.470, 0.431, -0.379, -0.021, -0.373, 0.353, -0.160, -0.059], "relative_energy_kcal_mol": 50.80, "orbital_gap_ev": 8.2, "total_charge": 1, "mol_weight_g_mol": 1073.7}

=====

No. 3
{"formula": "C26H28N4O3S", "method": "ωB97M-V/def2-TZVPD", "elements": ["N", "H", "H", "H", "C", "C", "H", "H", "H", "C", "H", "C", "C", "C", "H", "C", "C", "H", "H", "C", "H", "H", "S", "C", "N", "H", "H", "C", "C", "C", "O", "C", "C", "C", "H", "C", "H", "H", "C", "H", "H", "H", "O", "H", "H", "C", "N", "C", "C", "N", "C", "H", "C", "O", "H", "H", "H", "C", "H", "C", "H", "C"], "xyz": [[-4.075, 0.237, 0.275], [-1.630, 2.239, -1.223], [2.824, 1.942, -0.467], [-1.014, -1.805, -0.100], [2.456, -0.028, -3.032], [-0.086, 0.675, -3.916], [0.751, 2.610, -4.283], [-2.218, 0.775, 3.902], [-4.056, -1.677, 0.919], [3.655, -2.801, 2.997], [-5.070, -0.592, 1.889], [1.250, 0.717, -0.255], [1.428, -0.964, -3.038], [-3.482, 2.284, 1.604], [-5.395, 1.746, 0.772], [3.518, -1.457, 3.322], [2.202, 1.258, -3.485], [1.375, -1.359, 0.307], [-3.642, 3.363, 1.537], [3.624, -0.833, 1.173], [3.900, -4.202, 1.361], [3.414, -1.143, 4.351], [-3.157, -0.166, -1.045], [0.937, 1.606, -3.930], [3.507, -0.472, 2.431], [4.194, -1.282, -3.068], [4.585, 0.698, 0.034], [-1.446, 0.194, -0.668], [-0.960, 1.472, -0.869], [-2.952, -0.521, 2.373], [3.982, -3.096, -1.495], [-3.188, 0.525, 3.467], [3.662, 0.098, -0.017], [3.787, -3.172, 1.665], [-4.172, 2.122, -0.450], [3.814, -0.422, -2.507], [-4.963, 1.671, 3.021], [4.522, 0.409, -2.600], [0.732, -0.559, -0.021], [-3.651, 2.596, 3.729], [3.660, -3.545, 3.778], [-2.765, -1.481, 2.857], [-3.551, 0.710, -2.112], [-3.794, 0.084, 4.262], [1.628, -1.969, -2.698], [-4.107, -0.688, 1.379], [2.581, 1.034, -0.104], [-3.880, 1.812, 3.004], [-0.608, -0.815, -0.236], [3.761, -0.845, -1.124], [3.851, -2.153, -0.748], [2.998, 1.991, -3.496], [0.376, 1.734, -0.659], [-3.284, -1.583, -1.233], [-2.423, 2.094, 1.423], [-1.078, 0.947, -4.240], [-0.635, -1.341, -3.460], [3.767, -2.150, 0.733], [0.766, 2.726, -0.834], [-4.335, 1.632, 0.510], [-2.053, -0.267, 1.809], [0.163, -0.614, -3.473]], "nbo_charge": [-0.684, 0.237, 0.394, 0.234, 0.045, -0.215, 0.211, 0.204, 0.241, -0.255, 0.197, 0.295, -0.239, -0.427, 0.192, 0.054, -0.262, 0.220, 0.215, 0.229, 0.237, 0.199, 2.340, -0.204, -0.407, 0.251, 0.215, -0.411, -0.162, -0.419, -0.602, -0.398, 0.099, -0.124, 0.236, -0.262, 0.192, 0.198, -0.323, 0.212, 0.226, 0.213, -0.950, 0.201, 0.224, -0.237, -0.616, -0.404, -0.108, -0.434, 0.670, 0.203, -0.272, -0.948, 0.208, 0.227, 0.224, -0.190, 0.212, -0.221, 0.210, -0.190], "smiles": "O=C1c2cccnc2[C@H](Nc2ccc(S(=O)(=O)N3CCCCCC3)cc2)N1Cc1ccccc1", "relative_energy_kcal_mol": 24.90, "orbital_gap_ev": 8.5, "mol_weight_g_mol": 476.6}